i | {
  "formula": "C7H19NO",
  "method": "the ωB97M-V functional and the def2-TZVPD basis",
  "charge": 0,
  "lumo_ev": 0.9644,
  "symbols": ["C", "C", "C", "C", "N", "C", "C", "C", "H", "H", "H", "H", "H", "H", "H", "H", "H", "H", "H", "H", "H", "H", "H", "H", "H", "O", "H", "H"],
  "xyz": [[2.38, 1.74, -1.10], [0.84, 1.76, -1.09], [0.20, 1.38, 0.26], [0.55, 0.04, 0.83], [-0.45, -1.07, 0.52], [-0.78, -1.14, -0.94], [-1.72, -0.79, 1.26], [-3.04, -0.40, 0.54], [2.70, 1.39, -2.09], [2.80, 2.78, -0.99], [2.81, 1.08, -0.34], [0.39, 1.05, -1.77], [0.62, 2.77, -1.44], [0.52, 2.12, 1.00], [-0.88, 1.56, 0.22], [1.55, -0.23, 0.49], [0.71, -0.10, 1.92], [0.06, -1.48, -1.52], [-1.55, -1.89, -1.08], [-1.15, -0.22, -1.39], [-1.90, -1.73, 1.81], [-1.62, -0.06, 2.07], [-3.39, 0.57, 1.03], [-3.12, -0.36, -0.55], [-3.85, -0.94, 1.04], [2.51, -2.72, 0.06], [1.80, -2.14, 0.39], [2.99, -2.96, 0.85]],
  "lowdin_charge": [-0.104, -0.250, -0.212, -0.210, -0.183, -0.105, -0.255, -0.108, 0.071, 0.083, 0.063, 0.076, 0.104, 0.113, 0.113, 0.072, 0.127, 0.080, 0.084, 0.063, 0.103, 0.106, 0.081, 0.061, 0.063, -0.058, -0.010, 0.033]
}

***

ii | {
  "formula": "C7H19NO",
  "method": "the ωB97M-V functional and the def2-TZVPD basis",
  "charge": 0,
  "lumo_ev": 1.0169,
  "symbols": ["C", "O", "C", "C", "C", "H", "H", "H", "H", "H", "H", "H", "H", "H", "H", "C", "C", "C", "N", "H", "H", "H", "H", "H", "H", "H", "H", "H"],
  "xyz": [[1.60, 1.83, -0.56], [1.24, 0.47, -0.56], [1.67, -0.59, 0.67], [1.82, -1.77, -0.20], [2.90, -0.13, 1.40], [1.25, 2.34, 0.35], [2.69, 1.97, -0.63], [1.14, 2.31, -1.42], [0.77, -0.59, 1.30], [2.85, -2.09, -0.35], [1.46, -1.17, -1.14], [1.14, -2.58, 0.03], [3.76, -0.06, 0.74], [2.75, 0.84, 1.88], [3.13, -0.86, 2.18], [-2.09, -1.36, -0.62], [-2.54, -0.10, 0.11], [-3.02, 0.97, -0.89], [-1.45, 0.37, 0.95], [-2.89, -1.77, -1.23], [-1.77, -2.11, 0.10], [-1.24, -1.13, -1.27], [-3.38, -0.35, 0.77], [-2.20, 1.23, -1.57], [-3.34, 1.87, -0.37], [-3.86, 0.60, -1.49], [-1.74, 1.20, 1.47], [-0.68, 0.65, 0.35]],
  "lowdin_charge": [-0.161, -0.299, -0.306, -0.066, -0.066, 0.080, 0.079, 0.085, 0.109, 0.076, 0.120, 0.072, 0.085, 0.076, 0.090, -0.077, -0.509, -0.080, 0.030, 0.073, 0.072, 0.070, 0.127, 0.074, 0.068, 0.070, 0.072, 0.035]
}

***

The energy of each structure relative to the most stable one, in kcal/mol, is as follows: i 3.0; ii 0.0.

***

i | {
  "formula": "C2H15NO5",
  "method": "the ωB97M-V functional and the def2-TZVPD basis",
  "charge": 0,
  "lumo_ev": 0.1364,
  "symbols": ["C", "C", "N", "H", "H", "H", "H", "H", "O", "H", "H", "O", "H", "H", "O", "H", "H", "O", "H", "H", "O", "H", "H"],
  "xyz": [[2.11, 1.76, -0.38], [0.95, 1.40, -0.84], [0.85, 0.59, -1.93], [3.14, 1.67, -0.66], [2.12, 2.46, 0.55], [0.11, 1.86, -0.32], [1.70, 0.02, -2.18], [0.08, 0.55, -2.41], [-0.66, 1.05, 2.05], [-0.43, 0.55, 1.24], [0.13, 1.36, 2.61], [-2.75, 1.43, 1.25], [-2.23, 2.25, 1.34], [-2.69, 0.91, 1.96], [1.09, -2.64, -1.06], [1.90, -2.23, -0.82], [0.45, -2.14, -0.62], [-1.72, -1.06, -1.85], [-0.85, -1.40, -1.98], [-1.90, -0.78, -0.98], [-0.16, -2.66, 1.46], [-1.08, -2.69, 1.21], [-0.17, -2.27, 2.36]],
  "lowdin_charge": [-0.053, -0.327, 0.078, 0.039, 0.070, 0.101, 0.135, -0.006, -0.122, 0.039, 0.102, -0.047, 0.063, -0.057, -0.018, 0.016, -0.043, -0.017, 0.000, 0.001, -0.052, 0.033, 0.065]
}

***

ii | {
  "formula": "C2H15NO5",
  "method": "the ωB97M-V functional and the def2-TZVPD basis",
  "charge": 0,
  "lumo_ev": 0.4399,
  "symbols": ["C", "N", "C", "H", "H", "H", "H", "H", "O", "H", "H", "O", "H", "H", "O", "H", "H", "O", "H", "H", "O", "H", "H"],
  "xyz": [[-2.86, -1.28, 0.32], [-2.11, -0.35, -0.08], [-1.96, -0.16, -1.51], [-3.04, -1.42, 1.38], [-3.44, -2.09, -0.15], [-2.90, 0.16, -1.98], [-1.61, -1.11, -1.94], [-1.19, 0.60, -1.55], [2.47, -1.96, -1.57], [3.20, -1.78, -2.16], [2.65, -2.69, -0.98], [0.34, 2.95, 1.98], [0.43, 2.80, 2.93], [-0.51, 2.55, 1.79], [0.02, -0.03, 0.83], [0.52, -0.24, 0.04], [-0.31, 0.86, 0.82], [1.04, 0.87, -2.78], [1.53, 1.33, -2.10], [0.15, 1.11, -2.46], [1.77, -0.36, 2.72], [1.02, -0.63, 3.25], [1.40, -0.37, 1.81]],
  "lowdin_charge": [-0.082, -0.119, -0.108, 0.059, 0.081, 0.094, 0.100, 0.029, -0.056, 0.031, 0.036, -0.048, 0.047, 0.019, -0.057, 0.055, 0.031, -0.059, 0.033, 0.005, -0.103, 0.021, -0.010]
}

***

The energy of each structure relative to the most stable one, in kcal/mol, is as follows: i 4.2; ii 0.0.

***

i | {
  "formula": "C5H10ClN3O2",
  "method": "the ωB97M-V functional and the def2-TZVPD basis",
  "charge": 2,
  "lumo_ev": [-9.5772, -9.5774],
  "symbols": ["C", "O", "N", "C", "N", "C", "N", "C", "Cl", "O", "C", "H", "H", "H", "H", "H", "H", "H", "H", "H", "H"],
  "xyz": [[-0.50, -2.71, 0.39], [0.14, -1.39, 0.12], [-0.46, -0.29, 0.17], [-1.67, -0.05, 0.59], [-2.09, 1.29, 0.51], [-1.43, 2.38, 0.14], [-0.17, 2.55, -0.23], [0.88, 1.66, 0.05], [1.17, 1.56, 1.73], [1.68, 1.24, -0.87], [2.94, 0.59, -0.62], [-0.17, -3.37, -0.28], [-1.59, -2.49, 0.12], [-0.46, -3.05, 1.41], [-2.34, -0.77, 1.15], [-3.11, 1.40, 0.97], [-2.08, 3.32, 0.09], [0.14, 3.39, -0.74], [3.10, 0.18, 0.39], [3.76, 1.10, -1.18], [2.80, -0.33, -1.14]],
  "lowdin_charge": [0.080, -0.080, -0.038, -0.080, 0.120, -0.048, 0.122, -0.627, 0.984, 0.027, 0.027, 0.058, 0.117, 0.114, 0.178, 0.261, 0.213, 0.211, 0.111, 0.152, 0.100]
}

***

ii | {
  "formula": "C5H10ClN3O2",
  "method": "the ωB97M-V functional and the def2-TZVPD basis",
  "charge": 2,
  "lumo_ev": [-9.8262, -9.8279],
  "symbols": ["C", "O", "N", "C", "N", "C", "N", "C", "Cl", "O", "C", "H", "H", "H", "H", "H", "H", "H", "H", "H", "H"],
  "xyz": [[0.37, 3.24, 2.01], [0.86, 2.02, 1.42], [0.19, 1.37, 0.53], [-0.85, 1.80, -0.13], [-1.43, 1.08, -1.13], [-1.57, -0.21, -1.44], [-1.11, -1.43, -0.82], [0.14, -2.03, -0.83], [1.44, -1.07, -1.28], [0.38, -3.15, -0.31], [1.72, -3.52, 0.01], [1.29, 3.55, 2.31], [-0.20, 2.93, 2.90], [-0.08, 3.97, 1.25], [-1.46, 2.67, 0.04], [-1.76, 1.74, -1.88], [-2.03, -0.35, -2.43], [-1.92, -1.98, -0.58], [2.18, -3.64, -0.88], [1.70, -4.46, 0.67], [2.13, -2.53, 0.57]],
  "lowdin_charge": [0.026, -0.076, 0.073, -0.127, 0.140, 0.047, 0.140, -0.650, 0.990, 0.013, 0.008, 0.072, 0.123, 0.133, 0.148, 0.220, 0.178, 0.176, 0.053, 0.163, 0.149]
}

***

The energy of each structure relative to the most stable one, in kcal/mol, is as follows: i 0.0; ii 12.6.

***

i | {
  "formula": "H4N2O2P",
  "method": "the ωB97M-V functional and the def2-TZVPD basis",
  "charge": -1,
  "lumo_ev": 3.8587,
  "symbols": ["N", "N", "O", "O", "P", "H", "H", "H", "H"],
  "xyz": [[1.47, 0.50, -0.66], [0.15, -1.09, -0.58], [-1.66, 0.89, -0.60], [-0.16, 0.50, 1.44], [-0.93, -0.04, 0.26], [0.92, 1.07, -1.24], [1.29, 0.68, 0.28], [0.73, -1.45, 0.23], [-1.82, -1.06, 0.87]],
  "lowdin_charge": [0.065, -0.128, -0.435, -0.500, 0.116, -0.046, -0.084, 0.011, 0.002]
}

***

ii | {
  "formula": "H4N2O2P",
  "method": "the ωB97M-V functional and the def2-TZVPD basis",
  "charge": -1,
  "lumo_ev": 4.5735,
  "symbols": ["N", "P", "N", "O", "O", "H", "H", "H", "H"],
  "xyz": [[-0.05, -1.44, -0.20], [0.54, 0.16, 0.06], [-0.70, 1.13, -0.72], [1.84, 0.16, -0.65], [0.41, 0.69, 1.66], [0.80, -1.98, 0.03], [-0.80, -1.65, 0.41], [-0.47, 2.05, -0.36], [-1.55, 0.88, -0.23]],
  "lowdin_charge": [-0.121, 0.265, -0.139, -0.426, -0.602, 0.028, -0.009, 0.008, -0.005]
}

***

iii | {
  "formula": "H4N2O2P",
  "method": "the ωB97M-V functional and the def2-TZVPD basis",
  "charge": -1,
  "lumo_ev": [4.5650, 4.5670],
  "symbols": ["N", "N", "O", "O", "P", "H", "H", "H", "H"],
  "xyz": [[0.55, 0.73, -1.62], [1.38, 0.45, -0.55], [-0.22, -1.31, 2.59], [-1.66, -1.11, 0.45], [-0.74, -0.54, 1.46], [0.04, 0.00, -2.17], [-0.07, 1.44, -1.31], [2.00, -0.38, -0.72], [-1.29, 0.72, 1.87]],
  "lowdin_charge": [-0.178, -0.146, -0.516, -0.533, 0.334, 0.076, 0.021, 0.000, -0.060]
}

***

The energy of each structure relative to the most stable one, in kcal/mol, is as follows: i 76.1; ii 0.0; iii 98.8.